*1*
{
  "formula": "C21H25N3O5",
  "method": "ωB97M-V/def2-TZVPD",
  "elements": ["C", "C", "C", "N", "C", "C", "C", "C", "C", "C", "C", "O", "C", "O", "C", "C", "O", "N", "C", "O", "N", "C", "C", "C", "C", "C", "C", "C", "O", "H", "H", "H", "H", "H", "H", "H", "H", "H", "H", "H", "H", "H", "H", "H", "H", "H", "H", "H", "H", "H", "H", "H", "H", "H"],
  "positions_angstrom": [[-4.416, 0.085, -2.038], [-4.098, 0.365, -0.566], [-2.631, 0.203, -0.314], [-1.868, 1.275, -0.416], [-2.272, 2.632, -0.701], [-1.048, 3.480, -0.933], [-0.862, 4.142, -2.134], [0.263, 4.929, -2.375], [1.191, 5.016, -1.368], [1.012, 4.348, -0.153], [-0.097, 3.579, 0.090], [2.072, 4.610, 0.668], [2.937, 5.448, -0.068], [2.369, 5.708, -1.335], [-2.053, -1.045, 0.001], [-2.865, -2.240, 0.090], [-4.056, -2.354, -0.134], [-2.168, -3.375, 0.478], [-0.833, -3.516, 0.750], [-0.375, -4.588, 1.073], [-0.093, -2.363, 0.622], [1.352, -2.425, 0.887], [1.644, -2.818, 2.334], [3.148, -2.759, 2.580], [3.881, -3.686, 1.615], [3.569, -3.306, 0.171], [2.065, -3.367, -0.082], [-0.631, -1.135, 0.261], [0.133, -0.167, 0.185], [-5.461, 0.305, -2.237], [-3.797, 0.687, -2.700], [-4.240, -0.965, -2.254], [-4.658, -0.344, 0.041], [-4.405, 1.378, -0.304], [-0.866, 1.102, -0.239], [-2.916, 2.664, -1.585], [-2.838, 3.038, 0.150], [-1.606, 4.053, -2.911], [0.404, 5.443, -3.311], [-0.223, 3.071, 1.031], [3.080, 6.397, 0.472], [3.912, 4.952, -0.195], [-2.721, -4.222, 0.554], [1.715, -1.406, 0.719], [1.281, -3.830, 2.516], [1.123, -2.136, 3.011], [3.362, -3.049, 3.611], [3.501, -1.734, 2.439], [3.562, -4.715, 1.793], [4.958, -3.630, 1.790], [4.082, -3.985, -0.513], [3.931, -2.294, -0.026], [1.708, -4.385, 0.072], [1.842, -3.072, -1.110]],
  "lowdin_charge": [-0.06, -0.16, -0.16, 0.10, -0.13, -0.21, -0.04, 0.02, -0.20, -0.19, 0.06, 0.04, -0.15, 0.04, 0.00, -0.41, 0.05, 0.21, -0.46, 0.09, 0.11, -0.26, -0.14, -0.20, -0.21, -0.20, -0.14, -0.32, 0.04, 0.08, 0.07, 0.07, 0.11, 0.11, 0.10, 0.12, 0.14, 0.11, 0.12, 0.14, 0.14, 0.14, 0.17, 0.14, 0.11, 0.12, 0.11, 0.11, 0.12, 0.11, 0.11, 0.11, 0.11, 0.12],
  "spin_multiplicity": 1,
  "smiles": "CC/C(NCc1ccc2c(c1)OCO2)=C1\\C(=O)NC(=O)N(C2CCCCC2)C1=O",
  "gap_ev": 9.053
}

*2*
{
  "formula": "C21H25N3O5",
  "method": "ωB97M-V/def2-TZVPD",
  "elements": ["C", "C", "C", "C", "C", "O", "N", "C", "C", "C", "C", "C", "C", "C", "N", "C", "O", "C", "C", "C", "C", "O", "O", "C", "N", "C", "C", "C", "O", "H", "H", "H", "H", "H", "H", "H", "H", "H", "H", "H", "H", "H", "H", "H", "H", "H", "H", "H", "H", "H", "H", "H", "H", "H"],
  "positions_angstrom": [[-4.633, -1.525, -0.815], [-3.313, -1.759, -0.140], [-2.143, -1.882, -0.876], [-0.938, -2.058, -0.213], [0.355, -1.956, -0.989], [0.373, -1.901, -2.209], [1.451, -1.895, -0.208], [2.705, -1.359, -0.691], [2.589, 0.079, -1.231], [3.919, 0.837, -1.251], [5.007, 0.058, -1.981], [3.692, 2.194, -1.922], [2.533, 2.970, -1.303], [1.265, 2.121, -1.252], [1.544, 0.863, -0.562], [1.363, 0.769, 0.792], [2.181, 0.272, 1.550], [0.010, 1.162, 1.298], [-1.171, 1.199, 0.483], [-2.382, 1.357, 1.045], [-2.536, 1.450, 2.480], [-3.568, 1.504, 3.098], [-1.352, 1.460, 3.208], [-0.158, 1.290, 2.626], [-0.846, -2.144, 1.112], [-1.966, -2.029, 1.820], [-3.213, -1.800, 1.253], [-4.410, -1.504, 2.120], [-4.076, -1.552, 3.492], [-5.088, -0.589, -0.482], [-4.517, -1.483, -1.897], [-5.341, -2.322, -0.578], [-2.139, -1.819, -1.956], [1.277, -1.887, 0.786], [3.412, -1.398, 0.135], [3.081, -1.984, -1.501], [2.233, -0.001, -2.265], [4.219, 0.995, -0.209], [4.684, -0.199, -2.993], [5.914, 0.658, -2.064], [5.268, -0.867, -1.466], [4.608, 2.787, -1.877], [3.483, 2.021, -2.985], [2.791, 3.267, -0.281], [2.338, 3.885, -1.866], [0.475, 2.662, -0.734], [0.913, 1.889, -2.263], [-1.083, 1.056, -0.587], [-3.296, 1.366, 0.468], [0.654, 1.238, 3.336], [-1.873, -2.080, 2.897], [-4.779, -0.507, 1.854], [-5.221, -2.209, 1.911], [-4.292, -0.700, 3.885]],
  "lowdin_charge": [-0.03, -0.22, 0.04, -0.19, -0.44, 0.06, 0.08, -0.11, -0.23, -0.33, -0.06, -0.17, -0.16, -0.14, -0.01, -0.41, 0.08, -0.11, 0.00, 0.03, -0.44, 0.10, 0.12, 0.00, 0.13, -0.06, -0.15, -0.21, -0.05, 0.08, 0.08, 0.09, 0.12, 0.12, 0.13, 0.13, 0.15, 0.15, 0.09, 0.08, 0.08, 0.12, 0.12, 0.12, 0.11, 0.11, 0.13, 0.13, 0.13, 0.15, 0.12, 0.12, 0.13, 0.08],
  "spin_multiplicity": 1,
  "smiles": "Cc1cc(C(=O)NC[C@@H]2[C@@H](C)CCCN2C(=O)c2ccc(=O)oc2)ncc1CO",
  "gap_ev": 9.202
}

Bottom line: *1*, by a margin of 0.0296 hartree.

*1*
{
  "formula": "C4H8OS",
  "method": "ωB97M-V/def2-TZVPD",
  "elements": ["C", "C", "O", "H", "H", "H", "H", "C", "C", "S", "H", "H", "H", "H"],
  "positions_angstrom": [[-1.332, -0.563, -1.507], [-1.530, -0.918, -0.243], [-1.231, -0.093, 0.791], [-1.663, -1.267, -2.411], [-1.169, 0.473, -1.736], [-1.988, -1.914, 0.122], [-0.595, 0.493, 0.401], [1.140, 1.174, -1.119], [1.765, 0.818, -0.010], [2.486, -0.825, 0.217], [0.983, 0.470, -1.843], [0.645, 2.073, -1.162], [2.004, 1.459, 0.839], [2.147, -1.364, -0.890]],
  "lowdin_charge": [-0.04, -0.29, -0.01, 0.10, 0.04, 0.14, 0.03, -0.11, -0.53, 0.74, 0.02, 0.05, 0.07, -0.19],
  "spin_multiplicity": 1,
  "smiles": "C=CO.C=CS",
  "gap_ev": 9.822
}

*2*
{
  "formula": "C4H8OS",
  "method": "ωB97M-V/def2-TZVPD",
  "elements": ["C", "C", "C", "C", "O", "S", "H", "H", "H", "H", "H", "H", "H", "H"],
  "positions_angstrom": [[0.988, 1.552, -0.882], [1.111, 0.583, -0.012], [-1.485, 0.185, 0.854], [0.216, -0.612, -0.036], [0.483, -1.751, 0.636], [-0.326, -1.221, -1.701], [1.689, 2.452, -1.037], [0.125, 1.616, -1.534], [1.862, 0.392, 0.702], [-2.374, -0.039, 0.287], [-1.307, -0.396, 1.760], [-1.293, 1.310, 1.061], [0.275, -1.566, 1.563], [0.038, -2.506, -1.659]],
  "lowdin_charge": [-0.02, -0.21, 0.02, -0.74, -0.09, 0.76, 0.09, 0.05, 0.10, 0.01, 0.01, 0.07, 0.10, -0.14],
  "spin_multiplicity": 1,
  "gap_ev": 9.193
}

Bottom line: *1*, by a margin of 0.0348 hartree.

*1*
{
  "formula": "C3H5F2N2",
  "method": "ωB97M-V/def2-TZVPD",
  "elements": ["C", "C", "C", "N", "N", "F", "F", "H", "H", "H", "H", "H"],
  "positions_angstrom": [[-1.457, -0.511, 0.156], [0.908, -0.164, -0.489], [1.276, 0.985, 0.384], [-0.491, -0.445, -0.831], [-1.382, 0.188, 1.174], [1.542, -1.272, -0.097], [0.822, 2.099, -0.091], [-2.204, -1.217, -0.174], [1.477, 0.144, -1.541], [2.061, 0.737, 1.142], [-0.618, -1.247, -1.426], [-1.931, 0.703, 1.793]],
  "lowdin_charge": [-0.24, -0.34, 0.18, 0.10, 0.21, 0.08, 0.21, 0.15, 0.25, 0.19, 0.14, 0.08],
  "charge": 1,
  "spin_multiplicity": 1,
  "gap_ev": [7.306, 7.312]
}

*2*
{
  "formula": "C3H5F2N2",
  "method": "ωB97M-V/def2-TZVPD",
  "elements": ["C", "C", "C", "N", "N", "F", "F", "H", "H", "H", "H", "H"],
  "positions_angstrom": [[1.458, -0.325, -0.045], [-0.760, 0.887, -0.319], [-1.475, -0.281, 0.390], [0.624, 0.461, -0.693], [1.210, -1.049, 0.956], [-0.906, 1.948, 0.562], [-1.885, -1.316, -0.202], [2.422, -0.280, -0.576], [-1.311, 1.106, -1.132], [-2.095, -0.360, 1.327], [0.925, 1.082, -1.450], [1.793, -1.874, 1.182]],
  "lowdin_charge": [-0.31, -0.20, 0.17, 0.10, 0.16, 0.06, 0.24, 0.16, 0.14, 0.20, 0.17, 0.11],
  "charge": 1,
  "spin_multiplicity": 1,
  "gap_ev": 7.616
}

Bottom line: *2*, by a margin of 0.0108 hartree.

*1*
{
  "formula": "C3H6N2S2",
  "method": "ωB97M-V/def2-TZVPD",
  "elements": ["C", "C", "C", "N", "N", "S", "S", "H", "H", "H", "H", "H", "H"],
  "positions_angstrom": [[-1.320, -0.604, -0.413], [0.623, -0.070, 1.127], [-0.876, -0.167, -1.790], [1.798, 0.006, 1.746], [-0.182, 0.929, 0.971], [0.129, 2.523, 1.199], [-0.253, -1.486, 0.728], [-2.414, -0.596, -0.390], [-1.781, 0.025, -2.437], [-0.343, -1.063, -2.174], [-0.109, 0.599, -1.996], [2.389, 0.781, 1.881], [2.338, -0.878, 1.547]],
  "lowdin_charge": [-0.42, -0.89, -0.17, 0.10, -0.58, 0.54, 0.94, 0.07, 0.09, 0.07, 0.07, 0.07, 0.12],
  "spin_multiplicity": 1,
  "gap_ev": [7.633, 6.356]
}

*2*
{
  "formula": "C3H6N2S2",
  "method": "ωB97M-V/def2-TZVPD",
  "elements": ["C", "C", "N", "S", "N", "C", "S", "H", "H", "H", "H", "H", "H"],
  "positions_angstrom": [[-0.124, -1.338, 0.003], [-0.345, 0.167, -0.084], [-1.482, 0.791, -0.154], [-2.845, -0.314, -0.045], [0.705, 1.074, -0.006], [2.044, 0.792, 0.022], [2.961, -0.545, -0.103], [0.310, -1.445, 1.077], [0.708, -1.789, -0.638], [-1.175, -1.812, -0.116], [-3.840, 0.563, -0.069], [0.405, 2.099, -0.002], [2.678, 1.758, 0.114]],
  "lowdin_charge": [-0.10, -0.53, -0.29, 0.73, -0.01, -0.71, 0.64, 0.11, 0.05, 0.02, -0.17, 0.18, 0.08],
  "spin_multiplicity": 1,
  "smiles": "C/C(=N\\S)NC=S",
  "gap_ev": 8.620
}

Bottom line: *2*, by a margin of 0.0847 hartree.

*1*
{
  "formula": "C3H6N2S2",
  "method": "ωB97M-V/def2-TZVPD",
  "elements": ["C", "C", "C", "H", "H", "H", "H", "H", "H", "N", "N", "S", "S"],
  "positions_angstrom": [[-1.350, 0.698, 1.197], [-1.298, 1.033, -0.215], [0.760, -0.795, -0.693], [-1.776, -0.445, 1.327], [-0.290, 0.776, 1.776], [-1.915, 1.314, 1.809], [2.234, 0.081, -1.843], [2.803, -0.879, -0.772], [1.202, -1.889, 0.857], [1.887, -0.858, -1.663], [0.626, -1.230, 0.489], [-2.380, 2.053, -0.695], [-0.504, 0.141, -1.574]],
  "lowdin_charge": [-0.26, -1.20, -0.75, 0.15, 0.12, 0.01, 0.03, 0.20, 0.02, -0.03, 0.10, 0.71, 0.91],
  "spin_multiplicity": 1,
  "gap_ev": 8.439
}

*2*
{
  "formula": "C3H6N2S2",
  "method": "ωB97M-V/def2-TZVPD",
  "elements": ["C", "C", "C", "N", "N", "S", "S", "H", "H", "H", "H", "H", "H"],
  "positions_angstrom": [[0.361, 0.458, -0.616], [-2.188, -0.394, -0.153], [1.775, 0.799, -0.327], [-2.629, -1.027, 0.872], [-0.388, -0.111, 0.246], [-0.034, -0.625, 1.755], [-2.644, 0.151, -1.571], [-0.071, 0.707, -1.577], [1.962, 0.711, 0.743], [1.997, 1.812, -0.655], [2.446, 0.117, -0.849], [-1.893, -1.140, 1.630], [-3.577, -1.354, 0.942]],
  "lowdin_charge": [-0.26, -0.84, -0.08, 0.04, -0.53, 0.61, 0.70, 0.07, 0.03, 0.08, 0.09, -0.05, 0.13],
  "spin_multiplicity": 1,
  "gap_ev": 8.458
}

*3*
{
  "formula": "C3H6N2S2",
  "method": "ωB97M-V/def2-TZVPD",
  "elements": ["N", "C", "N", "C", "C", "S", "S", "H", "H", "H", "H", "H", "H"],
  "positions_angstrom": [[-1.680, -1.581, 0.820], [-1.633, -0.762, -0.323], [-2.896, -0.879, -1.019], [-0.459, -0.073, -0.650], [0.718, 0.255, 0.011], [1.287, 0.086, 1.646], [1.793, 1.393, -0.994], [-0.822, -1.607, 1.524], [-2.752, -1.943, 1.137], [-3.726, -0.987, -0.340], [-3.018, 0.178, -1.458], [-0.062, 0.079, -1.908], [1.371, 1.299, -2.236]],
  "lowdin_charge": [0.07, -0.41, 0.04, -0.25, -1.11, 0.47, 0.67, 0.10, 0.18, 0.10, 0.17, 0.15, -0.18],
  "spin_multiplicity": 1,
  "smiles": "NC(N)=CC(=S)S",
  "gap_ev": 7.819
}

Bottom line: *2*, by a margin of 0.0570 hartree.

*1*
{
  "formula": "C2BrF3N2",
  "method": "ωB97M-V/def2-TZVPD",
  "elements": ["C", "C", "N", "N", "F", "F", "F", "Br"],
  "positions_angstrom": [[0.612, -0.636, 0.160], [-1.286, 0.866, -0.265], [1.120, 0.297, 0.914], [1.318, 1.120, 1.649], [0.857, -1.975, 0.546], [0.961, -0.397, -1.121], [-0.808, 0.990, -1.434], [-2.773, -0.266, -0.449]],
  "lowdin_charge": [-0.41, -0.59, 0.01, 0.31, 0.05, 0.06, -0.08, 0.65],
  "spin_multiplicity": 1,
  "gap_ev": 8.340
}

*2*
{
  "formula": "C2BrF3N2",
  "method": "ωB97M-V/def2-TZVPD",
  "elements": ["C", "C", "N", "N", "F", "F", "F", "Br"],
  "positions_angstrom": [[-0.023, 0.404, -0.078], [0.536, -0.604, 0.584], [-1.133, -0.027, -1.008], [-2.150, -0.465, -1.220], [-0.623, 1.199, 0.777], [0.593, 1.156, -1.150], [1.439, -1.210, -0.193], [1.361, -0.452, 2.289]],
  "lowdin_charge": [-0.66, -0.71, 0.15, 0.32, 0.12, 0.03, -0.05, 0.78],
  "spin_multiplicity": 1,
  "gap_ev": [6.913, 7.154]
}

Bottom line: *2*, by a margin of 0.0558 hartree.

*1*
{
  "formula": "C3H3N3O",
  "method": "ωB97M-V/def2-TZVPD",
  "elements": ["H", "N", "C", "C", "N", "O", "C", "N", "H", "H"],
  "positions_angstrom": [[2.699, 0.780, 0.066], [2.310, -0.182, 0.063], [1.034, -0.093, -0.019], [0.234, 1.186, -0.072], [-1.039, 1.243, -0.002], [-1.734, 0.050, 0.088], [-1.012, -1.105, -0.039], [0.250, -1.249, -0.038], [0.747, 2.134, -0.088], [-1.757, -1.922, -0.061]],
  "lowdin_charge": [0.06, 0.14, -0.42, -0.05, 0.08, -0.04, -0.16, 0.14, 0.11, 0.15],
  "spin_multiplicity": 1,
  "smiles": "[H]/N=c1\\cnocn1",
  "gap_ev": 10.265
}

*2*
{
  "formula": "C3H3N3O",
  "method": "ωB97M-V/def2-TZVPD",
  "elements": ["N", "C", "N", "N", "O", "C", "C", "H", "H", "H"],
  "positions_angstrom": [[-1.757, 1.732, 1.130], [-0.943, 1.000, 0.581], [0.230, -1.520, -1.735], [1.117, -1.607, -0.953], [1.059, -0.433, 1.309], [1.238, -0.344, 0.039], [-0.106, 0.277, -0.110], [-2.589, 1.281, 1.510], [2.134, 0.176, -0.345], [-0.384, -0.561, -1.427]],
  "lowdin_charge": [0.18, -0.14, 0.07, 0.03, 0.03, -0.49, 0.01, 0.09, 0.14, 0.08],
  "spin_multiplicity": 1,
  "gap_ev": [7.304, 7.305]
}

Bottom line: *1*, by a margin of 0.1542 hartree.

*1*
{
  "formula": "C3H3N3O",
  "method": "ωB97M-V/def2-TZVPD",
  "elements": ["C", "C", "C", "H", "H", "H", "N", "N", "N", "O"],
  "positions_angstrom": [[-1.181, -0.590, -0.027], [0.375, 0.697, -0.019], [0.423, -0.690, 0.106], [-1.452, -1.153, -0.900], [-1.761, -0.715, 0.979], [-1.147, 1.582, 0.359], [-0.958, 0.774, -0.275], [1.635, 1.183, -0.024], [1.644, -1.140, -0.138], [2.421, 0.053, -0.060]],
  "lowdin_charge": [-0.07, -0.36, -0.17, 0.11, 0.16, 0.17, 0.03, 0.12, 0.14, -0.12],
  "spin_multiplicity": 1,
  "gap_ev": 10.239
}

*2*
{
  "formula": "C3H3N3O",
  "method": "ωB97M-V/def2-TZVPD",
  "elements": ["O", "C", "C", "N", "N", "C", "N", "H", "H", "H"],
  "positions_angstrom": [[2.292, -0.109, -1.083], [1.129, -0.026, -0.759], [0.575, 1.181, -0.093], [-0.384, 1.108, 0.763], [-0.964, -0.112, 0.860], [-0.769, -1.069, -0.083], [0.192, -1.051, -0.941], [1.044, 2.149, -0.238], [-1.626, -0.219, 1.609], [-1.507, -1.872, -0.096]],
  "lowdin_charge": [0.08, -0.48, -0.04, 0.07, 0.00, -0.16, 0.15, 0.12, 0.14, 0.13],
  "spin_multiplicity": 1,
  "smiles": "O=c1cn[nH]cn1",
  "gap_ev": 10.197
}

Bottom line: *2*, by a margin of 0.1873 hartree.